1.
{
  "formula": "C11H17NO2",
  "method": "ωB97M-V with the def2-TZVPD basis set",
  "elements": ["C", "C", "C", "C", "C", "C", "C", "C", "O", "H", "H", "H", "H", "H", "H", "H", "H", "H", "H", "C", "C", "C", "O", "N", "H", "H", "H", "H", "H", "H", "H"],
  "positions_angstrom": [[2.508693, -0.856225, -0.721453], [3.619288, -1.663552, -1.447028], [1.168644, -1.004912, -1.405907], [0.324755, -2.058854, -1.178843], [0.686467, 0.096981, -2.120417], [-0.988081, -2.153295, -1.687761], [-0.573033, 0.030620, -2.696779], [-1.436063, -1.014718, -2.378295], [-2.770190, -0.726077, -2.561656], [2.543684, -1.215549, 0.300681], [2.908932, 0.161367, -0.718528], [4.035059, -2.370300, -0.738028], [0.467122, -2.765840, -0.363286], [1.391357, 0.903705, -2.332141], [-1.619208, -2.972932, -1.399965], [-1.076239, 0.827340, -3.229547], [-3.226732, -1.440137, -3.001037], [4.512455, -1.070335, -1.722002], [3.496987, -2.181254, -2.389134], [-1.309466, 2.571831, 2.252362], [-0.207660, 2.431924, 3.270444], [-1.895657, 1.215528, 1.771296], [-1.951694, 0.720955, 0.686627], [-2.557183, 0.657087, 2.882811], [-2.211592, 3.133959, 2.500828], [-0.959272, 3.023710, 1.307836], [0.002937, 1.378977, 3.528977], [-3.013700, -0.215086, 2.647864], [-2.367637, 0.764256, 3.858926], [-0.293726, 3.049167, 4.146168], [0.790763, 2.741653, 2.936985]],
  "forces_ev_per_angstrom": [[1.02, -0.70, -1.29], [1.84, 0.13, 0.23], [0.25, 1.69, 0.97], [-1.63, -1.25, 0.61], [0.37, -0.81, -1.31], [1.01, 1.93, -0.36], [-0.42, 0.17, 0.70], [0.03, -0.56, 0.58], [0.03, -0.05, -0.48], [-0.52, 0.06, 0.23], [-0.77, 0.14, 0.08], [0.03, -0.49, -0.03], [0.87, -0.21, -0.39], [-0.46, 0.04, 0.13], [-0.30, -0.05, 0.06], [0.44, 0.28, -0.02], [-0.19, -0.43, -0.06], [-0.44, 0.35, 0.42], [-1.19, -0.22, -0.07], [-0.12, -0.40, -2.94], [1.46, -0.45, 0.26], [-0.46, 0.83, 3.41], [0.20, 0.07, -0.70], [-0.53, -1.32, -1.58], [0.33, 0.12, 0.60], [0.14, 0.09, 0.49], [-0.53, 0.39, 0.29], [0.07, 0.01, 0.19], [0.41, 0.55, 0.00], [-0.62, -0.05, 0.64], [-0.34, 0.13, -0.69]],
  "lowdin_charge": [-0.19, -0.11, -0.26, -0.05, -0.03, 0.00, -0.02, -0.33, 0.03, 0.10, 0.10, 0.06, 0.11, 0.12, 0.10, 0.12, 0.10, 0.07, 0.07, -0.17, -0.11, -0.53, 0.09, 0.12, 0.11, 0.11, 0.08, 0.10, 0.08, 0.06, 0.07],
  "mol_weight_g_mol": 195.262,
  "de_lowest_kj_mol": 130.6,
  "e_tot_ha": -634.5483,
  "orbital_gap_ha": 0.332,
  "homo_energy_ha": -0.301,
  "charge": 0
}

=====

2.
{
  "formula": "C11H17NO3",
  "method": "ωB97M-V with the def2-TZVPD basis set",
  "elements": ["C", "C", "C", "C", "C", "C", "C", "C", "C", "C", "C", "H", "H", "H", "H", "H", "H", "H", "H", "H", "H", "H", "H", "H", "H", "H", "H", "H", "N", "O", "O", "O"],
  "positions_angstrom": [[3.551848, -0.970549, -0.851885], [1.387605, -0.100776, -0.953531], [1.459683, 0.800306, 0.152622], [0.269800, 1.094301, 0.699353], [0.175918, 1.595021, 2.110105], [0.015214, 0.331360, 3.133000], [-0.949866, 1.015822, 0.088680], [-1.029074, 0.321093, -1.153727], [-3.444186, -0.030009, -1.119408], [0.194059, -0.160186, -1.623723], [-0.642505, -1.581888, -3.560065], [3.308912, -1.191536, 0.128610], [4.120166, -1.766893, -1.373322], [3.920985, 0.077309, -0.732845], [2.495505, 1.097638, 0.548578], [0.978345, 2.225168, 2.388497], [-0.760667, 2.220223, 2.256861], [0.685017, -0.490137, 2.858362], [-0.927577, -0.170313, 2.893497], [0.809116, -0.029905, 4.915784], [-0.552088, 0.996179, 5.010945], [-1.820240, 1.469049, 0.461199], [-3.986848, -0.803968, -1.758325], [-3.879840, 0.935209, -1.133716], [-3.384484, -0.470885, -0.122687], [-0.161108, -2.134827, -4.425798], [-1.504169, -2.211600, -3.242141], [-1.047663, -0.687548, -4.225399], [0.290393, 0.709147, 4.500142], [2.296135, -0.937970, -1.430957], [-2.181372, 0.018966, -1.804302], [0.312989, -1.167803, -2.634403]],
  "forces_ev_per_angstrom": [[0.18, 1.21, -0.26], [-0.12, 1.92, 0.92], [3.63, -2.17, -1.36], [-1.42, 2.65, 2.48], [-1.93, -0.96, 1.25], [0.65, 0.96, -1.81], [-0.17, -1.99, -3.15], [0.52, 0.75, 1.65], [0.62, -2.35, -1.36], [-1.95, -3.05, -2.41], [-1.21, 1.57, -3.34], [0.49, -1.24, 2.55], [0.04, 1.03, 0.43], [0.75, -0.87, -0.93], [-1.97, -0.67, -0.03], [1.12, 0.34, 0.52], [1.00, -0.66, -0.23], [0.56, 0.49, -0.14], [-0.54, 0.49, 0.42], [-0.02, -0.30, 0.93], [0.76, -0.48, -0.09], [-0.91, 0.31, 0.85], [0.17, 1.39, 0.87], [-0.73, 0.81, 0.11], [0.28, 0.32, 0.11], [0.17, 0.16, 1.51], [0.65, 0.62, 0.40], [0.31, -1.35, 1.74], [-0.96, 0.61, -0.41], [-0.07, 0.13, -1.61], [0.39, 0.02, -0.03], [-0.27, 0.33, 0.42]],
  "lowdin_charge": [-0.06, -0.23, 0.03, -0.30, -0.12, -0.26, 0.01, -0.18, -0.05, -0.09, -0.13, 0.06, 0.12, 0.10, 0.15, 0.09, 0.12, 0.10, 0.10, 0.05, 0.08, 0.10, 0.12, 0.07, 0.09, 0.09, 0.08, 0.12, -0.01, -0.06, -0.10, -0.10],
  "mol_weight_g_mol": 211.261,
  "de_lowest_kj_mol": 400.6,
  "e_tot_ha": -709.6779,
  "orbital_gap_ha": 0.312,
  "homo_energy_ha": -0.283,
  "charge": 0
}

=====

3.
{
  "formula": "C11H17NO4",
  "method": "ωB97M-V with the def2-TZVPD basis set",
  "elements": ["C", "C", "C", "O", "C", "O", "O", "C", "C", "C", "C", "C", "N", "C", "C", "O", "H", "H", "H", "H", "H", "H", "H", "H", "H", "H", "H", "H", "H", "H", "H", "H", "H"],
  "positions_angstrom": [[2.349172, 1.901339, 1.720255], [2.213192, 1.852132, 0.298534], [2.386683, 0.558599, -0.612795], [1.586441, 0.456609, -1.829263], [1.666129, -0.900993, -2.339131], [1.326328, -1.268403, -3.480052], [2.190805, -1.676620, -1.244191], [2.107323, -0.900052, -0.010334], [0.634367, -0.886221, 0.685263], [-0.304710, -2.101988, 0.224723], [-1.811230, -2.054662, 0.787939], [-2.473908, -0.579145, 0.815776], [-2.943286, -0.111381, -0.521135], [-2.075841, 0.916379, -1.123797], [-1.477867, 2.206874, -0.395762], [-1.811084, 0.787525, -2.362591], [2.952638, 2.718196, 2.255838], [1.810852, 1.143502, 2.387741], [1.905595, 2.834635, -0.225879], [3.461210, 0.592855, -1.017398], [2.946811, -1.364693, 0.615273], [0.748391, -0.887073, 1.822001], [0.134174, 0.078428, 0.291107], [-0.361745, -2.254792, -0.913005], [0.167538, -3.076006, 0.641368], [-1.830191, -2.581625, 1.808617], [-2.454801, -2.716805, 0.087991], [-1.799960, 0.153360, 1.378688], [-3.426496, -0.688712, 1.470416], [-3.938238, 0.145748, -0.530474], [-0.831861, 1.980963, 0.526003], [-0.785928, 2.745215, -1.145681], [-2.260502, 2.976812, -0.066044]],
  "forces_ev_per_angstrom": [[-0.46, -0.46, -2.02], [-0.63, 0.28, 1.61], [0.37, -0.81, 0.53], [0.04, -1.65, -0.73], [-0.61, 0.24, -0.75], [1.74, 1.51, 5.40], [-1.57, 1.18, -1.91], [0.05, 0.62, 0.23], [-0.19, -0.25, -1.34], [0.18, -1.04, 0.34], [0.13, -0.06, -0.68], [-1.25, -1.17, 1.66], [1.72, 1.25, 0.87], [0.50, -0.12, -4.45], [0.63, 0.31, 0.17], [-1.09, 0.68, 4.86], [-1.93, -0.65, -1.01], [1.90, 0.37, -1.05], [1.85, -1.49, 0.42], [-1.24, 0.14, 0.97], [-1.36, 1.00, -0.64], [-0.20, 0.17, -1.58], [0.87, -1.44, 1.01], [0.33, 0.64, 1.67], [-0.72, 1.48, -0.79], [-0.10, 1.20, -1.25], [0.99, 1.16, 1.14], [-0.88, -0.88, -0.96], [1.60, 0.21, -0.92], [0.81, -0.06, -0.09], [-1.07, 0.15, -1.28], [-1.21, -1.10, 1.04], [0.79, -1.40, -0.49]],
  "lowdin_charge": [0.00, -0.10, -0.23, -0.01, -0.36, 0.12, -0.01, -0.20, -0.12, -0.19, -0.18, -0.22, 0.01, -0.39, -0.03, 0.03, 0.07, 0.06, 0.12, 0.17, 0.17, 0.12, 0.09, 0.12, 0.12, 0.11, 0.12, 0.10, 0.12, 0.12, 0.06, 0.10, 0.09],
  "mol_weight_g_mol": 227.260,
  "de_lowest_kj_mol": 343.9,
  "e_tot_ha": -784.8895,
  "orbital_gap_ha": 0.345,
  "homo_energy_ha": -0.346,
  "charge": 0
}

=====

4.
{
  "formula": "C11H17NOP",
  "method": "ωB97M-V with the def2-TZVPD basis set",
  "elements": ["C", "C", "C", "C", "C", "C", "C", "C", "C", "C", "C", "N", "O", "P", "H", "H", "H", "H", "H", "H", "H", "H", "H", "H", "H", "H", "H", "H", "H", "H", "H"],
  "positions_angstrom": [[1.448556, 0.488589, -2.013659], [0.342012, -0.229357, -2.125809], [-1.039282, -0.245621, 1.437430], [1.367367, -1.009929, 0.781256], [-2.271512, 0.428897, 0.855195], [2.009589, 1.001860, -0.722340], [-1.940009, -0.801551, -1.247808], [-0.453977, -0.713679, -0.982438], [0.054155, -0.377087, 0.387816], [1.315479, 0.464662, 0.522250], [1.490700, 1.407406, 1.693690], [-2.876118, -0.494594, -0.142486], [3.377746, 0.689259, -0.581232], [-1.107205, -2.477306, -1.330354], [2.001083, 0.768353, -2.899101], [-0.013833, -0.535518, -3.101418], [-0.676475, 0.348627, 2.272579], [-1.312425, -1.227136, 1.839570], [1.493731, -1.342183, 1.799398], [1.856090, -1.635303, 0.050169], [-3.007745, 0.647062, 1.630358], [-1.995454, 1.355023, 0.347752], [1.882854, 2.102581, -0.734941], [-2.266484, -0.361348, -2.184970], [0.856365, 2.287532, 1.594511], [2.528324, 1.732492, 1.706950], [1.293329, 0.923671, 2.645829], [-3.120795, -1.368037, 0.344760], [-3.740858, -0.100472, -0.526131], [3.869145, 1.008030, -1.346347], [-1.364352, -2.734927, 0.029522]],
  "forces_ev_per_angstrom": [[-0.01, 0.00, 0.21], [0.00, 0.04, -0.22], [0.15, 0.03, -0.24], [-0.06, 0.24, -0.14], [0.39, 0.38, 0.73], [-0.50, 0.08, 0.01], [0.76, -0.21, -0.50], [-0.36, -0.33, 0.03], [-0.05, -0.28, 0.32], [0.22, 0.26, -0.08], [-0.03, -0.18, -0.11], [-0.33, -0.20, 0.14], [0.29, -0.14, 0.01], [-0.02, 0.41, -0.25], [0.00, 0.01, -0.19], [0.06, 0.00, -0.18], [-0.10, -0.02, 0.04], [-0.03, 0.02, 0.07], [-0.02, 0.04, 0.19], [0.01, -0.05, -0.17], [-0.08, -0.07, -0.16], [-0.14, -0.08, -0.09], [-0.02, -0.25, 0.08], [-0.13, -0.07, 0.13], [-0.04, 0.11, 0.04], [0.07, 0.05, 0.05], [-0.03, 0.01, 0.12], [-0.07, 0.32, -0.19], [0.14, -0.14, 0.08], [0.01, 0.05, 0.04], [-0.08, -0.02, 0.25]],
  "lowdin_charge": [0.01, -0.08, -0.10, 0.02, -0.09, -0.33, -0.40, -0.50, -0.33, -0.34, -0.01, 0.05, 0.01, 1.09, 0.12, 0.11, 0.12, 0.13, 0.13, 0.13, 0.14, 0.15, 0.16, 0.13, 0.09, 0.10, 0.08, 0.17, 0.19, 0.11, -0.07],
  "mol_weight_g_mol": 210.237,
  "de_lowest_kj_mol": 204.3,
  "e_tot_ha": -900.3908,
  "orbital_gap_ha": 0.336,
  "homo_energy_ha": -0.454,
  "charge": 1
}

=====

5.
{
  "formula": "C11H17NP",
  "method": "ωB97M-V with the def2-TZVPD basis set",
  "elements": ["C", "C", "C", "C", "C", "C", "C", "C", "C", "C", "C", "N", "P", "H", "H", "H", "H", "H", "H", "H", "H", "H", "H", "H", "H", "H", "H", "H", "H", "H"],
  "positions_angstrom": [[-0.652287, -1.262288, 1.311430], [0.542641, -0.010335, -0.266112], [0.228072, 0.758055, 0.814075], [-2.003780, -0.351091, 3.964191], [1.101656, 0.540043, -1.550199], [0.730481, 2.159741, 0.935667], [0.816992, 2.019034, -1.581851], [1.327141, 2.690241, -0.352428], [-0.136224, -1.391128, -0.042366], [-1.475581, -1.537634, -0.660454], [0.718848, -2.633280, -0.376731], [-0.521735, 0.127234, 1.840665], [-1.096090, 0.874531, 3.279119], [-1.121931, -1.967017, 1.900925], [-2.678988, -0.035444, 4.847618], [-2.213434, -1.392392, 3.638736], [2.098081, 0.237511, -1.552977], [0.624355, 0.002620, -2.379517], [-0.179196, 2.695020, 1.242825], [1.442404, 2.240748, 1.767995], [1.178503, 2.531515, -2.519608], [-0.339972, 2.068853, -1.723954], [0.839234, 3.719114, -0.504993], [2.446020, 2.625494, -0.198945], [-1.971786, -2.304976, -0.198219], [-1.181767, -1.621591, -1.743814], [-2.182641, -0.695614, -0.637386], [0.753934, -2.756249, -1.427081], [0.195202, -3.496316, -0.012051], [1.731827, -2.458173, -0.014472]],
  "forces_ev_per_angstrom": [[1.69, 6.23, 1.94], [-2.40, -0.69, 1.28], [1.80, 0.29, -1.12], [-1.24, 0.69, 0.76], [-1.76, -1.03, 0.39], [-1.50, -0.41, 1.12], [-1.35, -0.35, -2.21], [-0.65, 2.04, 0.26], [2.71, 1.74, 1.58], [-0.72, 2.37, -3.53], [-0.25, 1.16, 0.89], [0.79, -6.64, -4.40], [-1.26, -0.51, 1.48], [-0.97, -1.41, 1.02], [1.51, -0.50, -1.32], [0.32, 0.92, 0.15], [2.14, -0.02, -0.41], [0.03, 0.12, -0.01], [0.37, 0.60, -0.05], [-0.18, 0.00, -0.12], [0.02, -0.67, 1.01], [1.78, 0.32, 0.72], [1.84, -0.81, 0.70], [-1.19, 0.62, -0.86], [-1.30, -2.55, 0.12], [-1.01, -0.62, 0.77], [0.56, 0.20, 0.30], [0.09, 0.12, -1.22], [0.27, -0.64, 0.53], [-0.14, -0.57, 0.24]],
  "lowdin_charge": [0.12, -0.06, -0.24, -0.31, -0.13, -0.17, -0.21, -0.19, -0.47, -0.01, 0.03, -0.20, 0.99, 0.11, 0.04, 0.01, 0.11, 0.13, 0.10, 0.13, 0.14, 0.16, 0.15, 0.15, 0.07, 0.14, 0.13, 0.08, 0.09, 0.11],
  "mol_weight_g_mol": 194.238,
  "de_lowest_kj_mol": 69.8,
  "e_tot_ha": -825.0955,
  "orbital_gap_ha": [0.273, 0.273],
  "homo_energy_ha": [-0.464, -0.464],
  "charge": 1
}

=====

6.
{
  "formula": "C11H18",
  "method": "ωB97M-V with the def2-TZVPD basis set",
  "elements": ["C", "C", "C", "C", "C", "C", "C", "H", "H", "H", "H", "H", "H", "H", "H", "C", "C", "C", "C", "H", "H", "H", "H", "H", "H", "H", "H", "H", "H"],
  "positions_angstrom": [[0.247527, -1.306208, -2.385689], [-1.105010, -2.307419, -0.498202], [-0.782781, -1.207236, -1.300520], [-2.210949, -2.305623, 0.321882], [-1.519186, -0.042277, -1.137416], [-3.021831, -1.167194, 0.363499], [-2.664164, -0.039274, -0.354756], [-0.454896, -3.176108, -0.566396], [-2.476294, -3.163972, 0.919819], [0.908390, -2.165735, -2.260663], [0.921599, -0.443954, -2.352216], [-1.229635, 0.861310, -1.658650], [-3.892027, -1.115949, 1.003418], [-3.287479, 0.839292, -0.284988], [-0.247253, -1.376425, -3.356739], [1.072529, 1.059947, 0.881928], [1.356578, 2.163082, -0.141461], [2.267768, 0.094638, 0.867143], [0.992238, 1.707347, 2.266579], [0.172754, 0.541056, 0.572337], [2.329916, 2.623924, 0.047606], [2.519093, -0.159191, -0.161800], [3.134945, 0.526608, 1.362290], [1.993135, -0.857539, 1.330703], [0.698340, 0.977825, 3.026049], [1.967959, 2.119054, 2.539817], [0.302018, 2.556632, 2.267577], [0.596506, 2.950082, -0.136096], [1.410203, 1.813298, -1.175054]],
  "forces_ev_per_angstrom": [[0.64, 0.14, 0.41], [0.53, -0.12, -0.60], [-0.22, -0.25, 0.24], [-0.55, 0.61, 0.21], [-0.38, -0.01, -0.32], [0.24, -0.16, 0.18], [0.11, -0.05, 0.22], [-0.21, -0.05, 0.03], [0.10, -0.13, 0.04], [-0.23, -0.17, -0.01], [-0.23, 0.11, -0.29], [-0.02, -0.01, -0.19], [-0.08, -0.20, -0.03], [0.05, 0.18, -0.01], [0.18, 0.10, 0.01], [1.36, 0.76, -0.14], [-0.08, 0.25, -0.32], [-0.83, -0.57, -0.32], [-0.41, -0.07, -0.12], [-0.21, -0.09, 0.36], [-0.04, 0.09, 0.17], [0.21, 0.04, -0.11], [0.06, -0.02, 0.00], [0.19, 0.11, 0.27], [-0.02, 0.16, 0.03], [0.01, -0.12, -0.03], [-0.15, -0.22, 0.12], [0.04, -0.01, 0.16], [-0.07, -0.31, 0.03]],
  "lowdin_charge": [-0.05, -0.06, -0.29, -0.08, -0.08, -0.09, -0.09, 0.11, 0.10, 0.08, 0.07, 0.11, 0.10, 0.10, 0.09, -0.47, -0.10, -0.09, -0.09, 0.09, 0.08, 0.06, 0.08, 0.08, 0.08, 0.08, 0.07, 0.07, 0.06],
  "mol_weight_g_mol": 150.265,
  "de_lowest_kj_mol": 20.3,
  "e_tot_ha": -429.9329,
  "orbital_gap_ha": 0.366,
  "homo_energy_ha": -0.331,
  "charge": 0
}